P.
Here is C30H56Br12InO2 as an isolated structure from OMol25. Energies are from ωB97M-V/def2-TZVPD.

Cartesian coordinates (Å):
C 7.89439 0.27407 -0.41580
C 8.31654 1.78892 0.01614
C 9.05468 1.59640 1.46461
C 9.44692 2.40682 -0.95506
C 7.06354 2.74564 0.29764
C 6.38642 3.42626 -0.98636
C 6.39643 2.55022 -2.32470
C 6.96297 4.91254 -1.32762
C 4.82725 3.67559 -0.58266
C 4.59949 4.28223 0.85246
C 3.17833 4.52747 1.39246
C 1.93447 4.16166 0.49832
O 0.66099 4.39831 1.08783
C -0.24350 3.28219 0.88771
C 0.19153 1.93738 1.67069
O -0.80668 0.92649 1.34255
C -0.17095 -0.23865 0.71883
C 0.49260 0.08591 -0.71699
In 2.60531 -0.75430 -0.71047
C 2.18121 3.58642 -0.91706
C 3.62638 3.32434 -1.48063
H 7.54860 0.20578 -1.49911
H 7.03749 -0.04212 0.29431
H 8.77834 -0.42929 -0.24787
H 9.93890 0.86116 1.34431
H 8.25850 1.15083 2.16854
H 9.37959 2.63801 1.79680
H 10.29604 2.83964 -0.31242
H 9.07015 3.19490 -1.68526
H 9.82716 1.52570 -1.60238
H 7.40485 3.61047 0.98990
H 6.29292 2.15720 0.91390
H 7.42100 2.39568 -2.79991
H 5.87550 1.52670 -2.22269
H 5.77408 3.13667 -3.10595
H 8.08035 5.02077 -1.12756
H 6.31991 5.74029 -0.87247
H 6.83706 5.01795 -2.47482
H 5.47962 4.54741 1.53735
H 2.99300 4.93434 2.43966
H -1.28742 3.56251 1.31527
H -0.40188 3.07744 -0.22391
H 0.13878 2.17882 2.79168
H 1.25731 1.59659 1.44388
H 0.55262 -0.77373 1.44462
H -1.02908 -0.98861 0.51040
H -0.12985 -0.41163 -1.55315
H 0.51357 1.20381 -0.97056
H 3.78592 0.34454 0.08045
H 3.06991 -1.07816 -2.42401
H 2.54702 -2.34025 0.14044
H 1.24275 3.32123 -1.52961
H 3.75955 2.88483 -2.51771
Br -3.70226 2.89016 0.12150
C -4.08195 1.51808 1.45111
C -5.53111 1.53873 1.86765
Br -5.89739 3.01016 3.09374
H -3.39241 1.68047 2.27917
H -3.83741 0.57464 0.95986
H -5.78088 0.63513 2.42573
H -6.21981 1.64428 1.02937
Br -6.44882 -1.65302 0.38881
C -5.32097 -3.24395 0.40937
C -3.85822 -2.87483 0.45403
Br -3.22526 -2.28239 -1.29114
H -5.59054 -3.83658 -0.46461
H -5.60986 -3.78472 1.31240
H -3.24961 -3.74721 0.69594
H -3.63526 -2.07561 1.16159
Br -3.64578 -6.62424 1.41348
C -2.73303 -6.08289 3.04874
C -3.71937 -5.67812 4.11597
Br -4.44404 -3.90233 3.77135
H -2.03919 -5.28700 2.77784
H -2.16663 -6.96169 3.36172
H -3.22535 -5.60022 5.08590
H -4.56775 -6.35752 4.19986
Br -5.63186 -9.62374 -0.42141
C -4.10360 -10.80877 -0.17622
C -4.20598 -11.57271 1.12092
Br -3.74783 -10.44557 2.64261
H -3.20807 -10.19115 -0.24323
H -4.13425 -11.49085 -1.02746
H -3.48233 -12.38925 1.14385
H -5.20265 -11.97201 1.30886
Br -11.77981 -1.45557 -1.58449
C -9.91647 -1.87118 -1.98147
C -9.76711 -3.28384 -2.48908
Br -9.88508 -4.57468 -1.03398
H -9.34645 -1.67727 -1.07308
H -9.62343 -1.15372 -2.74959
H -8.77645 -3.43309 -2.92176
H -10.52405 -3.56105 -3.22282
Br -3.16099 5.04810 -4.69574
C -3.75794 5.73264 -2.97070
C -3.02955 7.00296 -2.60426
Br -1.22194 6.62875 -1.98113
H -3.61986 4.93074 -2.24535
H -4.82510 5.92355 -3.09560
H -3.52179 7.49949 -1.76624
H -2.94142 7.70384 -3.43452

Values from the calculation:
Net charge = -1
E_LUMO = 1.48 eV
HOMO = -4.661 eV
HOMO-LUMO gap = 6.15 eV

Q.
Here is C30H56Br12InO2 as an isolated structure from OMol25. Energies are from ωB97M-V/def2-TZVPD.

Cartesian coordinates (Å):
C -1.54979 4.12785 5.16656
C -2.82173 3.59422 5.83333
C -2.36009 2.87668 7.11498
C -3.73803 4.76042 6.26395
C -3.50988 2.49928 4.98782
C -4.37487 2.82631 3.73713
C -3.87102 4.03601 2.95709
C -5.85318 3.04621 4.13584
C -4.33669 1.58505 2.82452
C -4.57914 0.33025 3.37833
C -4.49181 -0.82534 2.63279
C -4.16143 -0.75739 1.28875
O -4.03547 -1.94281 0.59248
C -2.85293 -2.02655 -0.20013
C -1.60509 -2.06773 0.66517
O -0.46797 -2.10448 -0.17502
C 0.46784 -1.06241 0.14803
C -0.07982 0.35787 0.06569
In 0.34587 1.48947 1.95156
C -3.97071 0.47756 0.70941
C -4.04859 1.63139 1.47354
H -1.75320 4.80848 4.34912
H -0.96022 3.30357 4.77336
H -0.94996 4.65609 5.90823
H -1.81975 3.56833 7.75773
H -1.69465 2.05455 6.85740
H -3.21971 2.47800 7.65133
H -4.12165 4.60281 7.26969
H -4.58185 4.91325 5.60266
H -3.17029 5.68941 6.26247
H -4.15302 1.94256 5.67410
H -2.72726 1.80829 4.67926
H -3.92180 4.95278 3.53674
H -2.85259 3.89443 2.60560
H -4.50131 4.18799 2.08233
H -5.95228 3.48347 5.12483
H -6.41236 2.11735 4.08694
H -6.32202 3.73436 3.43211
H -4.81794 0.24228 4.42776
H -4.64007 -1.79712 3.07933
H -2.89058 -2.95816 -0.75128
H -2.79551 -1.22461 -0.93283
H -1.64460 -2.98459 1.26151
H -1.56214 -1.22425 1.35336
H 0.87657 -1.28574 1.13864
H 1.28419 -1.19038 -0.56013
H 0.36018 0.87763 -0.78198
H -1.15381 0.33626 -0.10989
H -0.80612 1.01369 3.22126
H 0.26474 3.24610 1.63755
H 2.01094 1.04555 2.42934
H -3.71853 0.54322 -0.33698
H -3.84348 2.56745 0.98335
Br -1.81382 -3.25637 -3.50274
C -0.21265 -3.99290 -2.69835
C 0.32997 -5.22184 -3.36978
Br -0.69417 -6.82445 -2.94398
H -0.45669 -4.16175 -1.65532
H 0.51580 -3.18742 -2.76084
H 1.32944 -5.40476 -2.98413
H 0.36560 -5.14895 -4.45163
Br 3.29518 -3.50089 -4.47108
C 4.04070 -2.02233 -3.44241
C 2.94709 -1.29605 -2.71288
Br 1.87630 -0.22064 -3.92672
H 4.55879 -1.38389 -4.15026
H 4.75276 -2.45657 -2.74743
H 3.37026 -0.60547 -1.98845
H 2.26011 -1.96954 -2.21062
Br 5.96747 0.12722 -0.91935
C 5.25066 -0.45277 0.79274
C 5.58278 -1.89647 1.06359
Br 4.49869 -3.09305 -0.01969
H 4.18051 -0.26899 0.76740
H 5.71103 0.19004 1.53957
H 5.36370 -2.15150 2.09763
H 6.61903 -2.12836 0.83986
Br 9.21624 1.36345 -2.81053
C 9.39874 2.84797 -1.57014
C 10.26896 2.49775 -0.39167
Br 9.35415 1.34567 0.87753
H 8.39432 3.12908 -1.26994
H 9.85006 3.65536 -2.14193
H 10.53253 3.39515 0.16302
H 11.17127 1.97589 -0.69265
Br 5.12528 -5.55528 -9.12539
C 4.56961 -3.97001 -8.14231
C 5.60790 -2.88215 -8.19416
Br 7.12700 -3.27399 -7.04636
H 4.36518 -4.28712 -7.12551
H 3.64853 -3.63595 -8.61356
H 5.18859 -1.95025 -7.82199
H 6.00174 -2.73405 -9.19412
Br -4.82701 0.09398 -6.20061
C -5.00386 -1.76850 -5.67072
C -6.30827 -2.03509 -4.96981
Br -6.31415 -1.34151 -3.15718
H -4.15049 -1.99509 -5.04141
H -4.94090 -2.34355 -6.59146
H -6.47198 -3.10651 -4.87910
H -7.14710 -1.57891 -5.48544

Values from the calculation:
Net charge = -1
E_LUMO = 1.65 eV
HOMO = -4.995 eV
HOMO-LUMO gap = 6.65 eV

Result of the stability comparison: P is the least stable of them.

P.
Here is one molecule with the formula C18H19N3O2S from OMol25. Energies are from ωB97M-V/def2-TZVPD.

Cartesian coordinates (Å):
C -1.12087 4.91206 -3.86250
C -0.89538 4.24924 -2.53797
C -1.97316 3.91662 -1.72390
C -1.77487 3.32532 -0.49166
C -0.48871 3.05078 -0.04098
C -0.29005 2.36106 1.28303
N -0.61968 0.94727 1.19972
C -1.85192 0.50751 1.57849
O -2.67799 1.19216 2.14262
N -2.13411 -0.81611 1.28528
C -1.30935 -1.85751 0.87554
C -1.85764 -2.89442 0.11883
C -1.06961 -3.95838 -0.26310
C 0.27489 -4.00451 0.07535
C 0.84877 -2.96787 0.82060
C 0.03507 -1.91703 1.23468
N 2.21986 -2.93682 1.10434
C 2.85999 -1.65046 1.30086
C 3.01368 -4.04463 1.18043
O 4.21287 -3.97535 1.34298
C 2.29572 -5.37048 1.07479
S 1.25594 -5.38829 -0.41059
C 0.58875 3.37398 -0.85255
C 0.38662 3.97058 -2.08490
H -1.96281 4.45901 -4.38215
H -0.23693 4.83901 -4.49128
H -1.34890 5.96816 -3.71604
H -2.97781 4.12768 -2.06142
H -2.61771 3.07167 0.13436
H 0.74916 2.45230 1.61363
H -0.95195 2.78684 2.04053
H -0.14633 0.42898 0.47473
H -3.11244 -1.04180 1.40076
H -2.90085 -2.86532 -0.15495
H -1.48505 -4.76901 -0.84041
H 0.43812 -1.15359 1.87796
H 2.66789 -1.26061 2.30229
H 2.50809 -0.94022 0.55355
H 3.93280 -1.80223 1.18791
H 3.02681 -6.17132 0.98661
H 1.65602 -5.54095 1.94386
H 1.59548 3.16559 -0.51700
H 1.23760 4.22110 -2.70233

Values from the calculation:
SMILES = Cc1ccc(CNC(=O)Nc2ccc3c(c2)N(C)C(=O)CS3)cc1
E_LUMO = 0.55 eV
HOMO = -8.156 eV
HOMO-LUMO gap = 8.70 eV

Q.
Here is one molecule with the formula C18H19N3O2S from OMol25. Energies are from ωB97M-V/def2-TZVPD.

Cartesian coordinates (Å):
O -1.21250 -1.62498 -0.04903
C -0.67952 -0.53151 0.00581
N -1.34715 0.64181 0.07121
C -2.80368 0.74755 0.08729
C -3.33987 0.10425 1.36973
C -4.86186 0.10826 1.49440
C -5.53149 -0.89487 0.55365
C -5.88365 -0.33710 -0.82743
C -4.83026 0.58755 -1.44334
C -3.38486 0.15372 -1.20141
C 0.79194 -0.41492 0.00387
C 1.62514 0.66296 0.03218
C 2.98876 0.29027 0.01251
C 4.12792 1.15174 0.03201
O 4.14295 2.36457 0.06928
N 5.36773 0.42599 0.00223
C 6.51750 1.15778 0.01691
C 7.73967 0.57657 -0.00781
C 7.83149 -0.83500 -0.05009
C 6.69445 -1.57686 -0.06542
C 5.41348 -0.96161 -0.03972
N 4.34364 -1.71510 -0.05645
C 3.16215 -1.09948 -0.03127
S 1.65234 -1.93539 -0.04948
H -0.81417 1.49198 0.12739
H -3.02947 1.82063 0.10466
H -2.90641 0.64084 2.21871
H -2.98223 -0.92533 1.40846
H -5.10475 -0.16369 2.52415
H -5.25516 1.11157 1.32181
H -6.45522 -1.25850 1.00977
H -4.87039 -1.75548 0.44353
H -6.82338 0.21738 -0.76432
H -6.05310 -1.18288 -1.49732
H -4.96114 1.60176 -1.05872
H -5.01386 0.63278 -2.51896
H -2.76322 0.50859 -2.02791
H -3.30300 -0.93108 -1.17234
H 1.32322 1.69465 0.06361
H 6.35848 2.22659 0.04992
H 8.62827 1.18484 0.00500
H 8.80101 -1.30736 -0.06964
H 6.70018 -2.65346 -0.09743

Values from the calculation:
SMILES = O=C(NC1CCCCCC1)c1cc2c(=O)n3ccccc3nc2s1
E_LUMO = -0.31 eV
HOMO = -7.987 eV
HOMO-LUMO gap = 7.67 eV

Result of the stability comparison: Q is the least stable of them.